Record 1
# C31H35BrN5O

An isolated ion of composition C31H35BrN5O and charge +1 (wB97M-V/def2-TZVPD, the OMol25 dataset).

## Properties
Maximum force ... 4.2 eV/Å
Molar mass ... 573.56 g/mol
Kohn-Sham gap ... 5.89 eV
Energy above the lowest of the compared OMol25 structures with the same formula, charge and spin ... 0.410 eV
SMILES ... CN(C)c1cc[n+]([C@H](/C=C/N2[C@H](Cc3c[nH]c4ccccc34)C(=O)N(C)C2(C)C)c2ccccc2)cc1Br
HOMO energy ... -0.343 hartree
Net charge ... +1

Geometry (Å):
1 C -1.540 -6.311 -2.847
2 N -1.474 -5.706 -1.495
3 C -1.019 -6.663 -0.492
4 C -1.840 -4.403 -1.175
5 C -1.260 -3.639 -0.147
6 C -1.546 -2.326 0.070
7 N -2.437 -1.700 -0.680
8 C -2.620 -0.210 -0.403
9 C -1.699 0.826 0.137
10 C -0.380 0.847 -0.290
11 N 0.408 1.949 -0.169
12 C 1.824 1.783 -0.386
13 C 2.400 0.644 0.455
14 C 3.815 0.421 0.094
15 C 4.347 0.006 -1.137
16 N 5.721 0.089 -1.051
17 C 6.111 0.539 0.200
18 C 7.352 0.865 0.724
19 C 7.411 1.377 2.026
20 C 6.233 1.612 2.767
21 C 4.980 1.290 2.238
22 C 4.921 0.752 0.961
23 C 2.384 3.150 -0.056
24 O 3.572 3.505 -0.031
25 N 1.321 3.983 0.145
26 C 1.543 5.382 0.447
27 C 0.021 3.308 0.294
28 C -0.425 3.362 1.771
29 C -1.050 3.996 -0.568
30 C -4.035 -0.086 0.150
31 C -4.959 -1.146 0.143
32 C -6.303 -0.908 0.525
33 C -6.750 0.329 0.919
34 C -5.858 1.360 0.958
35 C -4.527 1.154 0.610
36 C -3.194 -2.414 -1.650
37 C -2.885 -3.741 -1.889
38 Br -4.067 -4.726 -3.042
39 H -1.690 -5.504 -3.605
40 H -0.631 -6.923 -3.098
41 H -2.347 -7.084 -2.923
42 H -1.053 -6.212 0.511
43 H -1.592 -7.614 -0.494
44 H -0.011 -7.081 -0.680
45 H -0.526 -4.180 0.437
46 H -1.035 -1.840 0.927
47 H -2.244 -0.179 -1.538
48 H -2.272 1.579 0.702
49 H -0.014 -0.096 -0.753
50 H 1.970 1.610 -1.468
51 H 2.306 0.909 1.529
52 H 1.788 -0.248 0.252
53 H 3.824 -0.317 -2.019
54 H 6.359 -0.129 -1.830
55 H 8.245 0.693 0.117
56 H 8.373 1.596 2.485
57 H 6.301 2.060 3.758
58 H 4.046 1.475 2.781
59 H 2.594 5.646 0.267
60 H 0.900 6.016 -0.177
61 H 1.310 5.613 1.496
62 H 0.405 3.072 2.431
63 H -0.723 4.386 2.044
64 H -1.285 2.717 1.968
65 H -0.670 4.161 -1.584
66 H -1.941 3.363 -0.616
67 H -1.334 4.975 -0.146
68 H -4.707 -2.137 -0.190
69 H -6.976 -1.729 0.539
70 H -7.780 0.483 1.222
71 H -6.166 2.334 1.268
72 H -3.900 2.041 0.567
73 H -4.020 -2.006 -2.309

Löwdin population analysis, charges in e, atoms 1 to 8: C -0.125; N -0.172; C -0.052; C -0.216; C 0.026; C -0.038; N -0.050; C -0.204



Record 2
# C5H12NO

A 2-piece molecular cluster, C5H12NO overall (wB97M-V/def2-TZVPD, the OMol25 dataset).

## Properties
Maximum force ... 2.4 eV/Å
Molar mass ... 102.16 g/mol
Kohn-Sham gap (spin up / spin down) ... 9.32 / 5.81 eV
Energy above the lowest of the compared OMol25 structures with the same formula, charge and spin ... 2.534 eV
HOMO energy (spin up / spin down) ... -0.700 / -0.700 hartree
Spin multiplicity ... 2
Net charge ... +2

Geometry (Å):
1 O -0.679 -0.652 3.180
2 C -1.063 0.077 2.290
3 C -1.345 -0.427 0.840
4 C -2.006 0.637 -0.071
5 H -1.233 1.218 2.414
6 H -1.837 -1.409 0.807
7 H -0.309 -0.663 0.535
8 H -2.894 1.039 0.440
9 H -2.201 0.164 -1.048
10 H -1.260 1.449 -0.167
11 C 1.925 0.156 -0.552
12 C 1.932 1.092 -1.530
13 N 1.385 -1.233 -0.878
14 H 2.067 0.381 0.504
15 H 2.117 2.160 -1.296
16 H 1.763 0.692 -2.549
17 H 0.351 -1.134 -0.905
18 H 1.718 -1.561 -1.807
19 H 1.569 -1.986 -0.206

Löwdin population analysis, charges in e, atoms 1 to 8: O 0.382; C 0.015; C -0.140; C -0.038; H 0.244; H 0.156; H 0.071; H 0.109



Record 3
# C4H9NO2

A 3-piece molecular cluster, C4H9NO2 overall (wB97M-V/def2-TZVPD, the OMol25 dataset).

## Properties
Maximum force ... 1.6 eV/Å
Molar mass ... 103.12 g/mol
Kohn-Sham gap ... 9.86 eV
Energy above the lowest of the compared OMol25 structures with the same formula, charge and spin ... 3.708 eV
SMILES ... C=CC(N)=O.[H][H].C=O
HOMO energy ... -0.364 hartree

Geometry (Å):
1 C -1.178 -0.890 0.336
2 C 0.055 -1.331 0.099
3 C 1.182 -0.938 0.965
4 N 1.161 0.367 1.360
5 O 1.968 -1.796 1.331
6 H -2.020 -1.393 -0.118
7 H -1.390 -0.238 1.179
8 H 0.264 -2.204 -0.506
9 H 1.980 0.675 1.851
10 H 0.666 1.080 0.832
11 H 1.614 0.598 -1.219
12 H 1.209 1.216 -1.346
13 C -1.352 1.149 -1.174
14 O -0.382 1.869 -1.083
15 H -1.582 0.388 -1.950
16 H -2.195 1.448 -0.559

Löwdin population analysis, charges in e, atoms 1 to 8: C -0.028; C -0.090; C -0.585; N 0.158; O 0.055; H 0.077; H 0.087; H 0.120



Record 4
# C7H10

C7H10 as an isolated structure (wB97M-V/def2-TZVPD, the OMol25 dataset).

## Properties
Maximum force ... 4.2 eV/Å
Molar mass ... 94.16 g/mol
Kohn-Sham gap ... 10.16 eV
Energy above the lowest of the compared OMol25 structures with the same formula, charge and spin ... 5.286 eV
HOMO energy ... -0.335 hartree

Geometry (Å):
1 C 1.463 -0.617 -0.131
2 C 0.826 0.733 0.287
3 C 0.033 0.995 -0.946
4 C -0.948 -0.253 -0.744
5 C -1.608 0.071 0.659
6 C -0.196 -0.157 1.193
7 C 0.059 -1.182 0.047
8 H 1.942 -0.631 -1.117
9 H 2.136 -1.004 0.639
10 H 1.552 1.613 0.118
11 H 1.261 1.460 -1.369
12 H -0.421 1.910 -1.278
13 H -1.605 -0.599 -1.548
14 H -2.099 1.034 0.833
15 H -2.298 -0.736 0.977
16 H 0.056 -0.383 2.231
17 H -0.153 -2.254 0.147

Löwdin population analysis, charges in e, atoms 1 to 8: C -0.140; C -0.290; C -0.141; C -0.173; C -0.102; C -0.174; C -0.208; H 0.106